one:
Entry from OMol25: a cluster of 2 separate species, C3H6INO2 in total (wB97M-V/def2-TZVPD).

For the frontier orbital gap, the calculation gives 8.732 eV. The HOMO energy comes out at -8.41 eV.

ORCA input file:
```
! wB97M-V def2-TZVPD RIJCOSX def2/J DEFGRID3
* xyz 0 1
C 0.1047 1.0251 -0.5758
C -1.7745 -0.1748 0.3890
C 2.3218 0.6502 -0.8559
N -0.3598 0.0573 0.1685
O -0.3356 2.0121 -1.0643
O 0.4389 -1.0144 0.5548
I 3.2364 1.0464 1.0101
H -2.1691 -0.8628 -0.3613
H -1.8971 -0.6153 1.3773
H -2.2961 0.7779 0.3317
H 2.5859 1.3857 -1.5953
H 2.4103 -0.3807 -1.1492
H 1.1654 -0.6699 1.1049
*
```

Mulliken population analysis, charges in e, atoms 1 to 8: 0.53, -0.89, -0.98, 0.20, -0.47, -0.41, 0.05, 0.29



two:
Entry from OMol25: an isolated molecule of C3H6INO2 (wB97M-V/def2-TZVPD).

For the frontier orbital gap, the calculation gives 9.892 eV. The HOMO energy comes out at -9.54 eV.

ORCA input file:
```
! wB97M-V def2-TZVPD RIJCOSX def2/J DEFGRID3
* xyz 0 1
N -0.3246 -2.1966 0.0893
C 0.2927 -0.9850 -0.0804
O 1.3906 -0.9314 -0.5180
C -0.5228 0.3382 0.4210
I -2.6192 0.0901 0.2303
C 0.0763 1.5646 -0.3585
O 1.3532 1.8849 0.0083
H -1.1887 -2.3070 0.5185
H 0.3747 -3.0320 -0.0319
H -0.2297 0.5095 1.5612
H -0.0271 1.2788 -1.3651
H -0.6537 2.3468 -0.0045
H 2.0783 1.4392 -0.4702
*
```

Mulliken population analysis, charges in e, atoms 1 to 8: -0.39, 0.52, -0.57, -0.36, 0.09, -0.60, -0.53, 0.13



Stability order, top to bottom: two, one



one:
Entry from OMol25: a cluster of 2 separate species, C2H11N2 in total (wB97M-V/def2-TZVPD).

For the frontier orbital gap, the calculation gives 12.296 eV. The HOMO energy comes out at -15.52 eV.

ORCA input file:
```
! wB97M-V def2-TZVPD RIJCOSX def2/J DEFGRID3
* xyz 1 1
N -1.1587 -1.6420 -1.1600
H -1.1644 -1.8305 -2.1560
H -1.2992 -2.5233 -0.6802
H 0.4485 -0.7788 -0.7145
H -2.0137 -1.1123 -0.9503
C -0.0111 1.7863 0.5828
C 0.3876 0.4021 1.0269
N 1.1356 -0.3030 -0.0679
H -0.4453 1.7349 -0.4295
H -0.7195 2.3026 1.2173
H 0.8666 2.4411 0.4696
H 1.0028 0.3760 1.9116
H -0.4824 -0.2059 1.2542
H 1.7688 -0.9883 0.3388
H 1.6841 0.3410 -0.6430
*
```

Mulliken population analysis, charges in e, atoms 1 to 8: -0.89, 0.26, 0.27, 0.33, 0.28, -1.14, -0.27, -0.23



two:
Entry from OMol25: a cluster of 2 separate species, C2H11N2 in total (wB97M-V/def2-TZVPD).

For the frontier orbital gap, the calculation gives 12.756 eV. The HOMO energy comes out at -15.82 eV.

ORCA input file:
```
! wB97M-V def2-TZVPD RIJCOSX def2/J DEFGRID3
* xyz 1 1
N 0.0979 1.5418 1.5714
H -0.6125 2.2571 1.4397
H 0.4267 0.3048 0.3620
H -0.2839 1.0497 2.3796
H 0.8830 2.0567 1.9700
C 0.1308 0.1336 -1.6195
N 0.4901 -0.5027 -0.3287
C -0.5005 -1.5573 0.0845
H -0.5822 0.9471 -1.5640
H -0.2824 -0.5801 -2.3448
H 1.0201 0.4794 -2.1461
H 1.4719 -0.7697 -0.3550
H -1.3501 -1.0230 0.4958
H -0.7634 -2.1093 -0.8128
H -0.1455 -2.2283 0.8679
*
```

Mulliken population analysis, charges in e, atoms 1 to 8: -0.94, 0.27, 0.31, 0.28, 0.27, -0.84, 0.00, -0.77



Stability order, top to bottom: one, two



one:
Entry from OMol25: an isolated molecule of C6H14N2 (wB97M-V/def2-TZVPD).

For the frontier orbital gap, the calculation gives 9.359 eV. The HOMO energy comes out at -8.31 eV.

ORCA input file:
```
! wB97M-V def2-TZVPD RIJCOSX def2/J DEFGRID3
* xyz 0 1
C 2.2646 -1.7401 1.4201
N 2.0859 -0.2381 1.2437
C 0.6531 0.0680 1.2221
C -0.1497 -0.0383 -0.0957
C -1.6820 -0.0454 0.0691
C -2.1784 1.0274 -1.0496
C -0.7707 1.3863 -1.8765
N 0.3062 0.9589 -1.0089
H 2.2950 -1.9357 2.4786
H 3.0782 -2.3128 0.9268
H 1.1671 -2.2690 1.0843
H 2.6903 0.2384 0.4348
H 0.1065 -0.5634 1.9936
H 0.5224 0.9906 1.7387
H 0.0181 -1.1033 -0.5654
H -2.3223 -1.0327 -0.0050
H -2.0843 0.2543 1.0461
H -2.9399 0.5865 -1.6774
H -2.5722 1.9388 -0.7209
H -0.8438 0.7407 -2.8987
H -0.7367 2.4214 -2.1644
H 1.0928 0.6675 -1.5955
*
```

Mulliken population analysis, charges in e, atoms 1 to 8: -0.66, -0.29, -1.37, 0.71, -0.66, -0.61, -0.55, -0.44



two:
Entry from OMol25: a structure of composition C6H14N2 (wB97M-V/def2-TZVPD).

For the frontier orbital gap, the calculation gives 4.928 eV. The HOMO energy comes out at -6.80 eV.

ORCA input file:
```
! wB97M-V def2-TZVPD RIJCOSX def2/J DEFGRID3
* xyz 0 1
N 1.8104 -0.9825 -0.5341
C 0.4443 -0.3974 -0.3701
C 0.0685 0.6686 -1.4232
C -0.0706 0.0997 -2.8377
C 0.8414 1.0184 -3.2624
C 0.1811 0.0558 1.0111
N -0.3290 -0.8772 1.9558
C -1.6824 -0.3837 2.2995
H 2.0436 -1.7838 0.0411
H 2.2942 -0.1985 -0.0841
H -0.2573 -1.2283 -0.4766
H -0.9580 0.9030 -1.1451
H 0.6215 1.5875 -1.1799
H -1.0948 -0.1336 -3.0506
H 1.9132 0.7886 -3.5455
H 0.7213 2.1603 -3.2115
H 0.4989 0.9476 1.5448
H -2.0969 -1.2662 2.7653
H 0.1206 -0.5379 2.8386
H -1.7428 0.4852 2.9466
H -2.3855 -0.1261 1.4872
H -0.9416 -0.7996 4.2309
*
```

Mulliken population analysis, charges in e, atoms 1 to 8: -0.67, 0.59, -0.81, -0.72, -0.26, -0.87, -0.44, -1.32



Stability order, top to bottom: one, two



one:
Entry from OMol25: an isolated molecule of C6H14N2 (wB97M-V/def2-TZVPD).

For the frontier orbital gap, the calculation gives 8.655 eV. The HOMO energy comes out at -7.72 eV.

ORCA input file:
```
! wB97M-V def2-TZVPD RIJCOSX def2/J DEFGRID3
* xyz 0 1
C 1.0222 -1.4261 -1.0682
C 0.0157 -0.3195 -0.9785
C -0.4757 0.2867 -2.0725
N -0.1438 -0.0227 -3.3786
C -0.7011 -0.1411 0.3265
C 0.1728 0.2519 1.5403
C -0.6508 0.1806 2.8159
N 0.7953 1.5605 1.3816
H 0.5551 -2.4113 -1.0666
H 1.7093 -1.2724 -1.8987
H 1.6506 -1.4486 -0.1851
H -1.1481 1.1284 -1.9591
H -0.3566 0.6952 -4.0517
H 0.7121 -0.5246 -3.5768
H -1.1801 -1.1034 0.5879
H -1.5826 0.5212 0.3325
H 0.9592 -0.5006 1.5971
H -0.6100 1.1231 3.3799
H -1.7074 -0.0274 2.6397
H -0.2906 -0.5269 3.5705
H 1.0936 1.6659 0.4197
H 0.1607 2.3110 1.6442
*
```

Mulliken population analysis, charges in e, atoms 1 to 8: -1.44, 0.46, -0.15, -0.48, -1.19, 0.64, -1.32, -0.68



two:
Entry from OMol25: a cluster of 2 separate species, C6H14N2 in total (wB97M-V/def2-TZVPD).

For the frontier orbital gap, the calculation gives 9.690 eV. The HOMO energy comes out at -8.83 eV.

ORCA input file:
```
! wB97M-V def2-TZVPD RIJCOSX def2/J DEFGRID3
* xyz 0 1
C -1.0986 -2.3264 -1.7831
C 0.1785 -2.4210 -1.4420
N 0.6406 -2.4958 -0.1248
C 0.2585 -1.6340 0.7150
H -1.8963 -2.2733 -1.0542
H -1.3985 -2.3339 -2.8235
H 0.9414 -2.5724 -2.1973
H 0.5280 -1.7691 1.7590
H -0.3040 -0.7451 0.4258
C 0.4143 2.2383 2.4228
C -0.3884 1.9226 1.1744
N 0.4717 1.8420 0.0129
C -0.2505 1.6170 -1.2332
H -0.2376 2.3434 3.2892
H 0.9808 3.1552 2.2649
H 1.1364 1.4529 2.6597
H -1.0848 2.7493 1.0029
H -1.0264 1.0366 1.3214
H 1.1858 1.1301 0.1124
H 0.4571 1.5985 -2.0608
H -0.8288 0.6824 -1.2592
H -0.9462 2.4442 -1.3882
*
```

Mulliken population analysis, charges in e, atoms 1 to 8: -0.79, 0.07, -0.49, 0.07, 0.29, 0.26, 0.33, 0.32



Stability order, top to bottom: one, two



one:
Entry from OMol25: an isolated molecule of C6H14N2 (wB97M-V/def2-TZVPD).

For the frontier orbital gap, the calculation gives 9.415 eV. The HOMO energy comes out at -8.51 eV.

ORCA input file:
```
! wB97M-V def2-TZVPD RIJCOSX def2/J DEFGRID3
* xyz 0 1
C -2.4826 0.5256 1.1477
C -1.3893 0.7100 0.3928
C -0.9541 2.0967 0.0284
C -0.5634 -0.6750 -0.1556
C 0.9366 -0.5433 -0.1510
C 1.2343 -2.1927 -0.7037
N 1.5670 -0.3361 1.0880
N 1.4992 0.3389 -1.0914
H -2.7915 -0.4643 1.4780
H -3.1610 1.3374 1.4068
H -0.8743 2.2056 -1.0576
H 0.0074 2.3479 0.4845
H -1.6734 2.8601 0.3544
H -0.8982 -1.4533 0.5324
H -0.9605 -0.8138 -1.1620
H 0.4787 -2.7052 -1.3060
H 1.4314 -2.8030 0.1832
H 2.1425 -2.1972 -1.3169
H 2.5515 -0.1226 0.9692
H 1.1073 0.3756 1.6389
H 1.7108 1.2649 -0.7494
H 1.0817 0.2438 -2.0105
*
```

Mulliken population analysis, charges in e, atoms 1 to 8: -1.12, 0.85, -1.20, -1.07, 0.82, -1.50, -0.62, -0.53



two:
Entry from OMol25: a cluster of 2 separate species, C6H14N2 in total (wB97M-V/def2-TZVPD).

For the frontier orbital gap, the calculation gives 9.291 eV. The HOMO energy comes out at -8.46 eV.

ORCA input file:
```
! wB97M-V def2-TZVPD RIJCOSX def2/J DEFGRID3
* xyz 0 1
C -1.0643 -1.0455 1.6260
N 0.2452 -0.6246 1.1399
C 0.3723 -0.5425 -0.3147
C -0.5069 0.5075 -1.0134
C -0.2842 0.4266 -2.5241
C -0.2108 1.9150 -0.4964
H -1.0282 -1.1154 2.7130
H -1.3055 -2.0287 1.2159
H -1.8645 -0.3511 1.3519
H 0.6822 0.2465 1.6791
H 0.1515 -1.5335 -0.7255
H 1.4225 -0.3169 -0.5228
H -1.5588 0.2741 -0.8151
H 0.7535 0.6556 -2.7697
H -0.5101 -0.5703 -2.9026
H -0.9215 1.1399 -3.0455
H 0.8398 2.1648 -0.6493
H -0.8129 2.6504 -1.0295
H -0.4329 2.0075 0.5663
C 1.8933 -1.2620 2.0789
N 2.3490 -0.2890 2.5686
H 1.7912 -2.3084 1.8689
*
```

Mulliken population analysis, charges in e, atoms 1 to 8: -1.06, -0.20, -1.27, 1.02, -1.62, -1.47, 0.41, 0.30



Stability order, top to bottom: one, two



one:
Entry from OMol25: an isolated molecule of C6H14N2 (wB97M-V/def2-TZVPD).

For the frontier orbital gap, the calculation gives 2.882 eV. The HOMO energy comes out at -6.27 eV.

ORCA input file:
```
! wB97M-V def2-TZVPD RIJCOSX def2/J DEFGRID3
* xyz 0 1
N -3.3552 -0.5458 -0.5784
C -2.8214 -0.1484 0.6684
C -1.5881 0.7037 0.4170
C -0.5985 -0.2023 -0.2859
C 0.6102 0.4663 -0.8929
C 1.6241 0.8721 0.2527
N 2.2619 -0.2290 0.8374
C 3.2042 -0.8489 -0.0161
H -4.0389 -1.2847 -0.4107
H -2.5258 -1.0210 1.2699
H -3.5684 0.3600 1.3148
H -1.1851 1.1291 1.3340
H -1.8853 1.4912 -0.2796
H -1.2002 -0.7308 -1.0565
H -0.2169 -0.9565 0.4075
H 0.3192 1.3129 -1.5182
H 1.0705 1.4124 1.0317
H 2.3589 1.5769 -0.1754
H 1.1373 -0.2365 -1.5430
H 3.8776 -0.1441 -0.5297
H 2.7055 -1.4262 -0.8020
H 3.8144 -1.5505 0.5549
*
```

Mulliken population analysis, charges in e, atoms 1 to 8: -0.58, -0.55, -0.41, -0.74, -0.58, -0.58, -0.36, -0.74



two:
Entry from OMol25: a cluster of 2 separate species, C6H14N2 in total (wB97M-V/def2-TZVPD).

For the frontier orbital gap, the calculation gives 10.055 eV. The HOMO energy comes out at -9.16 eV.

ORCA input file:
```
! wB97M-V def2-TZVPD RIJCOSX def2/J DEFGRID3
* xyz 0 1
H -0.6079 0.3286 -2.4231
N 0.0966 0.9644 -2.0404
C 0.4048 0.7006 -0.8262
C 1.4041 1.5493 -0.0862
C 0.4807 -1.0207 -0.3921
C 1.9311 -1.4101 -0.1692
H 1.3132 1.3876 0.9877
H 2.4178 1.2965 -0.4008
H 1.2482 2.6035 -0.3303
H -0.0882 -1.4142 0.4528
H 0.0769 -1.5131 -1.2801
H 2.2976 -1.0291 0.7895
H 2.0257 -2.5005 -0.1224
H 2.5826 -1.0288 -0.9599
H -2.6962 -0.1937 -1.3745
N -2.6393 -0.5082 -0.4037
C -1.8986 0.2241 0.3290
C -1.7869 0.1250 1.8168
H -1.2781 1.1295 -0.1127
H -1.9500 -0.9088 2.1281
H -2.5377 0.7669 2.2828
H -0.7963 0.4511 2.1350
*
```

Mulliken population analysis, charges in e, atoms 1 to 8: 0.27, -0.75, 0.53, -1.39, -0.06, -1.39, 0.26, 0.34



Stability order, top to bottom: two, one